# C29H38N3O3P2RhS3Te

A molecular structure, C29H38N3O3P2RhS3Te (ωB97M-V/def2-TZVPD, the Open Molecules 2025 dataset).

Results
Charge = 0
Calculated total energy = -102688.566 eV
Frontier orbital gap (alpha / beta) = 7.01 / 6.02 eV
Spin multiplicity = 5
Energy relative to the best compared isomer or geometry (same formula, charge and spin) = 5.6 kcal/mol
Strongest force on any atom = 0.6 eV/Å
LUMO level (alpha / beta) = 0.19 / -2.26 eV

Each line ends with the Mulliken charge.
Atoms and positions in Å:
C: -4.42 0.88 1.36  -1.18
P: 1.40 2.36 -0.43  1.44
C: 1.22 -7.19 -2.54  -0.56
H: -4.48 1.38 -1.31  0.32
C: -0.42 -6.50 -0.93  -0.65
C: 1.86 -5.97 -2.40  -0.69
C: 0.99 3.49 2.07  -0.59
H: -3.85 -2.00 1.18  0.34
P: -2.02 -0.06 0.41  -1.39
H: -1.59 5.07 3.59  0.39
C: -3.62 1.77 -0.76  -1.01
C: -0.31 -4.22 0.15  -0.40
C: 2.98 3.22 -0.64  0.65
H: -1.14 -3.66 -0.28  -0.20
C: -1.01 4.59 2.81  -0.60
H: -1.89 -2.85 -1.81  0.43
H: 2.47 5.03 0.41  0.36
H: -2.54 4.82 1.32  0.42
C: 0.58 2.56 -2.05  -0.42
H: -2.78 -1.42 -2.33  0.24
C: -3.63 -2.17 0.13  -1.05
O: 1.38 0.31 -2.45  -0.76
H: -4.14 0.28 2.22  0.34
H: 6.39 4.94 -1.30  0.39
H: -3.56 -3.25 -0.03  0.36
C: 3.23 4.51 -0.15  -0.35
C: 3.97 2.57 -1.37  -0.57
C: 0.26 4.11 3.07  -0.83
H: -0.49 2.49 -1.89  -0.14
H: -1.53 -2.42 1.86  0.08
H: -4.68 1.88 1.72  0.30
H: -2.14 -1.83 3.42  0.28
C: 5.44 4.46 -1.12  -0.51
C: 0.22 -5.28 -0.79  0.38
C: 4.46 5.12 -0.39  -0.71
H: -0.43 -8.41 -1.91  0.40
O: -0.93 0.58 -0.37  0.45
H: -1.08 -1.28 -1.89  0.20
C: 5.19 3.19 -1.61  -0.81
H: -3.85 2.80 -0.46  0.28
C: 3.58 -0.26 1.65  0.31
C: -0.82 3.82 0.53  -0.48
H: -1.31 -6.71 -0.35  0.43
H: 1.98 3.11 2.29  0.58
H: -0.63 -4.64 1.10  0.66
C: -1.55 4.44 1.54  -0.58
C: -1.52 0.81 2.87  -0.94
H: -4.48 -1.80 -0.46  0.25
H: 3.79 1.57 -1.75  0.38
C: 0.92 1.40 -3.00  0.15
S: 2.07 0.18 2.24  -0.33
H: 5.95 2.67 -2.18  0.41
H: 1.80 -2.99 -2.17  0.40
C: 1.37 -5.01 -1.53  0.49
O: 0.69 1.53 -4.18  -0.71
S: 4.94 -0.11 2.66  -0.02
Rh: 1.33 -0.14 -0.40  0.19
N: -1.73 -0.34 1.99  1.17
C: 0.46 3.33 0.79  0.48
H: -2.28 0.85 3.66  0.33
H: 0.69 4.22 4.06  0.42
H: -0.43 -1.63 3.01  0.21
H: -5.32 0.44 0.90  0.30
H: 1.62 -7.93 -3.22  0.40
H: 4.64 6.11 0.00  0.41
H: -0.53 0.74 3.34  0.40
C: -2.01 -1.78 -1.65  -1.11
H: -1.26 3.72 -0.45  0.32
H: -1.55 1.74 2.30  -0.01
C: 0.07 -7.46 -1.81  -0.61
H: 0.81 3.51 -2.53  0.62
H: 2.76 -5.76 -2.97  0.45
N: -2.38 -1.55 -0.25  0.77
H: 3.14 -3.77 -1.31  0.57
S: 3.85 -0.78 0.07  -0.26
H: -2.76 1.79 -1.42  0.15
C: -1.44 -1.63 2.60  -0.90
Te: 1.33 -2.87 0.48  0.32
N: -3.33 0.97 0.42  0.81
C: 2.05 -3.68 -1.36  -1.06

---

# C4H8O

A single C4H8O molecule at a distorted geometry (ωB97M-V/def2-TZVPD, the Open Molecules 2025 dataset).

Results
Charge = 0
Calculated total energy = -6322.843 eV
Frontier orbital gap = 10.07 eV
Energy relative to the best compared isomer or geometry (same formula, charge and spin) = 53.6 kcal/mol
Strongest force on any atom = 4.1 eV/Å
SMILES = C=C(C)CO
LUMO level = 0.85 eV

Each line ends with the Mulliken charge.
Atoms and positions in Å:
C: 0.32 -0.07 0.28  0.62
C: 1.28 -0.32 1.26  -0.76
H: -0.44 -1.05 -1.46  0.27
C: -0.38 -1.22 -0.40  -1.10
H: -0.37 1.33 -1.99  0.29
H: 1.93 0.52 1.69  0.27
H: 1.41 -1.54 1.55  0.18
C: -0.40 1.20 0.00  -0.43
H: 0.37 2.11 -0.04  0.30
H: -1.47 -1.27 -0.10  0.25
H: 0.03 -2.23 -0.31  0.40
O: -1.12 1.32 -1.35  -0.51
H: -1.15 1.21 0.85  0.23

---

# H4O2

2 unconnected molecules or ions with the total composition H4O2 (ωB97M-V/def2-TZVPD, the Open Molecules 2025 dataset).

Results
Charge = 0
Calculated total energy = -4159.856 eV
Frontier orbital gap = 11.61 eV
Energy relative to the best compared isomer or geometry (same formula, charge and spin) = 1.9 kcal/mol
Strongest force on any atom = 0.6 eV/Å
SMILES = O.O
LUMO level = 0.63 eV

Each line ends with the Mulliken charge.
Atoms and positions in Å:
O: 0.99 -1.10 -1.03  -0.64
H: 0.99 -0.56 -0.25  0.34
O: -0.46 0.73 0.73  -0.63
H: -0.80 0.16 1.42  0.32
H: -1.05 1.49 0.73  0.31
H: 0.32 -0.72 -1.60  0.31

---

# C4H12N2O

A single C4H12N2O molecule at a distorted geometry (ωB97M-V/def2-TZVPD, the Open Molecules 2025 dataset).

Results
Charge = 0
Calculated total energy = -9368.150 eV
Frontier orbital gap = 10.14 eV
Energy relative to the best compared isomer or geometry (same formula, charge and spin) = 70.2 kcal/mol
Strongest force on any atom = 5.5 eV/Å
SMILES = NCCNCCO
LUMO level = 0.90 eV

Each line ends with the Mulliken charge.
Atoms and positions in Å:
H: -2.53 -1.55 1.32  0.31
H: 0.95 0.71 1.13  0.29
H: -0.82 -1.62 -0.87  0.26
O: 3.02 1.78 0.23  -0.49
N: -0.41 0.55 -0.55  -0.39
H: -0.73 -1.44 1.46  0.26
C: 0.93 0.31 0.12  -0.22
H: -0.60 0.26 -1.55  0.32
H: -0.82 -3.05 -0.17  0.27
C: -1.56 -1.30 0.74  -0.26
C: 1.94 1.32 -0.57  -0.79
H: 1.40 -0.66 0.02  0.27
H: 1.31 2.19 -0.62  0.45
N: -1.41 -2.24 -0.36  -0.70
H: 2.80 2.71 0.24  0.34
H: -2.52 0.24 -0.32  0.39
H: -1.66 0.83 1.11  0.27
C: -1.58 0.04 0.22  -0.79
H: 2.30 0.89 -1.59  0.21

---

# C34H31BrGeIN4O2Re

A molecular structure, C34H31BrGeIN4O2Re at a distorted geometry (ωB97M-V/def2-TZVPD, the Open Molecules 2025 dataset).

Results
Charge = -1
Calculated total energy = -182604.498 eV
Frontier orbital gap (alpha / beta) = 5.05 / 5.25 eV
Spin multiplicity = 2
Energy relative to the best compared isomer or geometry (same formula, charge and spin) = 48.0 kcal/mol
Strongest force on any atom = 4.8 eV/Å
LUMO level (alpha / beta) = 2.21 / 2.21 eV

Each line ends with the Mulliken charge.
Atoms and positions in Å:
C: -1.20 4.14 -5.02  -0.65
C: -5.92 4.61 -0.78  -0.58
H: -5.48 1.71 -3.28  0.26
O: -0.66 -3.29 -1.98  -0.73
H: -0.02 2.53 2.14  0.59
H: 3.07 -0.38 2.60  0.47
C: -4.75 3.87 -0.78  -0.35
O: -0.26 -1.22 -1.32  -0.45
H: 0.73 5.06 -5.20  0.37
C: -1.68 3.10 -2.88  -0.40
C: 4.28 -7.23 -0.40  -0.50
H: -1.21 -2.50 0.90  0.16
H: -3.02 3.10 -4.56  0.39
C: 0.86 -0.53 2.86  -0.48
H: -2.36 -3.44 -0.09  0.33
H: 4.85 -4.23 -1.86  0.36
C: -2.34 0.02 -4.03  -0.21
H: 1.40 4.54 -2.88  0.38
C: -6.93 4.32 -1.69  -0.38
C: -3.16 0.32 -2.95  0.02
C: 1.72 -0.32 -4.27  0.62
H: -3.96 4.09 -0.07  0.36
H: 4.66 -8.24 -0.38  0.34
C: 0.42 4.24 -3.24  -0.62
C: 0.41 1.55 1.97  -0.33
H: -1.20 0.26 2.88  0.49
H: -1.54 0.71 -4.30  0.21
H: 2.27 0.79 -5.84  0.26
H: 2.73 -7.61 1.05  0.37
N: 1.63 0.80 -1.05  -0.57
Br: 1.25 -5.16 1.51  -0.16
H: -0.15 3.29 -1.40  0.45
Ge: -2.82 1.89 -1.79  1.62
N: 2.07 0.66 -3.46  -0.73
C: -0.17 0.35 2.56  -0.88
H: -2.47 -1.65 0.01  0.18
C: -0.44 3.53 -2.41  -0.35
H: -7.56 3.03 -3.28  0.37
H: 0.67 -1.47 -2.96  -0.17
C: 4.39 -4.98 -1.22  -0.52
H: 1.48 -0.65 -6.26  0.22
C: -6.77 3.27 -2.58  -0.67
H: 2.58 2.06 1.69  0.35
C: 3.20 -6.88 0.40  -0.42
C: -2.53 -1.14 -4.77  -0.46
C: 1.84 1.35 2.03  -0.89
C: 4.87 -6.28 -1.22  -0.57
H: -6.05 5.43 -0.08  0.37
H: 0.86 -2.14 -4.54  0.27
C: -2.05 3.43 -4.18  -0.07
C: -5.59 2.53 -2.58  -0.14
C: 3.31 -4.61 -0.42  0.17
C: -4.16 -0.59 -2.61  -0.39
H: -4.80 -0.38 -1.76  0.42
N: 2.04 -0.15 -5.59  -0.49
C: 2.72 -5.58 0.39  0.26
H: -5.12 -2.46 -3.05  0.37
C: -1.80 -2.51 -0.02  -1.20
C: 1.82 0.65 -2.19  0.72
N: 1.16 -1.45 -3.88  -0.08
H: 5.71 -6.54 -1.84  0.35
H: -1.50 4.38 -6.03  0.38
H: -1.89 -1.36 -5.62  0.41
C: -4.57 2.82 -1.69  0.00
C: 0.05 4.53 -4.55  -0.47
C: -3.53 -2.04 -4.42  -0.52
H: -7.84 4.91 -1.70  0.35
Re: -0.20 0.58 0.03  1.35
C: -1.87 1.41 -0.17  -1.00
C: -0.86 -2.37 -1.20  0.81
I: 2.65 -2.63 -0.45  0.30
C: -4.34 -1.76 -3.33  -0.70
H: 0.75 -1.53 3.26  0.44
H: -3.66 -2.95 -4.99  0.34
C: 2.10 0.09 2.52  -0.36

---

# C25H32NO2S5W

A molecular structure, C25H32NO2S5W at a distorted geometry (ωB97M-V/def2-TZVPD, the Open Molecules 2025 dataset).

Results
Charge = +3
Calculated total energy = -88003.244 eV
Frontier orbital gap (alpha / beta) = 4.47 / 4.48 eV
Energy relative to the best compared isomer or geometry (same formula, charge and spin) = 0.0 kcal/mol
Strongest force on any atom = 3.4 eV/Å
LUMO level (alpha / beta) = -11.94 / -11.93 eV

Each line ends with the Mulliken charge.
Atoms and positions in Å:
H: 2.46 3.32 0.67  0.38
S: 2.58 -1.35 1.69  0.15
N: -0.16 -0.15 -1.79  0.26
H: 1.88 4.66 1.64  0.53
H: -2.78 -3.73 0.36  0.44
C: 1.86 5.45 -0.98  -1.67
H: -1.07 4.75 0.67  0.33
C: -1.22 -2.85 -4.11  -0.91
H: 2.67 0.63 2.97  0.45
C: 1.22 -3.61 2.72  -0.76
C: -1.57 -3.24 2.09  -0.50
H: 0.89 3.22 1.49  0.22
C: -0.03 -4.22 -1.99  -0.75
C: -2.62 -2.89 1.05  -0.97
C: 0.88 4.50 -0.26  1.81
S: 0.06 -3.61 1.28  0.11
H: -2.08 1.38 2.41  0.61
O: 2.10 -2.54 -0.56  -0.21
C: -0.78 1.71 -3.08  0.45
C: -1.08 -4.22 -4.16  -0.85
C: -2.71 0.03 0.87  -0.93
H: -0.48 4.99 -2.53  0.49
H: -1.88 -4.15 2.61  0.61
H: 3.25 -3.10 3.17  0.58
S: -2.18 -1.49 -0.05  0.40
H: -3.57 -2.66 1.53  0.54
C: 0.65 -0.08 3.25  -0.80
H: 0.07 6.07 1.00  0.47
C: 1.57 3.88 0.96  -1.80
C: 0.50 2.11 -1.04  0.87
C: -0.73 -0.72 -2.87  0.96
S: -1.32 0.39 -4.05  -0.24
H: -1.98 -0.32 2.88  0.53
H: -1.65 -2.32 -4.94  0.51
H: 1.12 1.69 -0.26  0.88
C: 2.15 -0.31 3.14  -0.96
O: 2.22 -1.33 -1.13  -0.26
C: -0.76 -2.15 -2.98  0.61
H: 1.32 -4.65 3.02  0.56
H: 2.23 6.19 -0.27  0.46
H: 0.45 0.76 3.91  0.64
C: -0.36 3.94 -2.37  -0.68
H: -0.73 5.98 -0.55  0.38
H: 0.12 -0.96 3.62  0.28
H: 0.47 -4.79 -1.21  0.52
H: 0.75 -3.06 3.54  0.47
C: -0.89 3.08 -3.30  -1.43
H: -1.42 -2.45 2.81  0.09
H: -1.40 -4.77 -5.03  0.46
H: -3.74 -0.13 1.18  0.63
H: -0.34 -5.98 -3.17  0.48
C: -0.29 5.38 0.24  -1.59
H: 2.53 -0.76 4.06  0.56
C: -0.47 -4.90 -3.12  -0.90
S: -0.05 0.35 1.60  0.33
C: -0.12 1.22 -1.92  -1.27
W: 0.51 -1.61 -0.28  0.53
H: -1.38 3.46 -4.18  0.47
C: 2.57 -3.07 2.32  -0.87
H: -2.69 0.82 0.12  0.36
C: -1.84 0.37 2.06  -1.06
C: 0.35 3.48 -1.23  -0.12
H: 1.41 5.98 -1.81  0.39
H: 2.70 4.87 -1.37  0.41
H: 3.01 -3.65 1.50  0.42
C: -0.20 -2.85 -1.88  0.92